Molecular formula: C31H36FN8RuSi
Method: DFT, ωB97M-V/def2-TZVPD

```
78
Properties=species:S:1:pos:R:3:forces:R:3:mulliken_charge:R:1
Ru -0.110719 0.219512 -1.061466 0.0 -0.3 -0.3 0.72
C 4.094557 1.035630 -0.641929 0.0 0.0 0.0 -1.17
C 4.735783 -0.196386 -0.779657 0.0 0.0 0.0 -0.64
C 3.968685 -1.334214 -0.809211 0.1 -0.1 0.0 -0.50
C 2.572480 -1.256808 -0.750903 -0.1 -0.1 0.0 0.04
N 1.950616 -0.054367 -0.710882 -0.1 0.1 0.1 0.92
C 2.727282 1.057378 -0.613358 0.0 -0.1 0.0 -1.06
N 1.924776 -2.471435 -0.663839 0.1 0.2 0.0 -0.29
C 0.685581 -2.661694 -0.896631 -0.2 0.1 0.0 -0.52
N -0.269038 -1.708839 -1.284912 0.1 -0.1 0.0 -0.08
C -1.509606 -2.365184 -1.432097 0.2 -0.1 0.1 -0.23
N -2.618964 -1.865523 -1.798947 -0.1 0.2 -0.1 -0.44
C -2.796200 -0.583306 -2.279740 0.0 0.0 0.0 0.18
C -4.008744 -0.371768 -2.937703 -0.1 -0.1 0.0 -0.50
C -4.285391 0.837740 -3.528167 0.0 0.0 0.0 -0.51
C -3.333802 1.852233 -3.443503 0.0 0.0 0.0 -1.08
C -2.177759 1.609997 -2.753309 0.0 -0.1 0.0 -0.57
N -1.889251 0.421821 -2.160227 0.0 -0.1 0.1 0.52
C -1.319060 -3.779792 -1.084212 -0.1 0.1 -0.1 0.27
C -2.213932 -4.832192 -1.091487 0.0 -0.1 0.0 -0.23
C -1.712976 -6.089165 -0.768664 0.0 0.0 0.0 -0.67
C -0.362763 -6.275955 -0.466218 0.0 0.0 0.0 -0.76
C 0.530984 -5.210452 -0.470701 0.0 0.0 0.0 -0.17
C 0.019553 -3.962582 -0.777847 0.1 0.0 0.0 0.69
H 4.647788 1.960729 -0.566119 0.0 0.0 0.0 0.56
H 5.814641 -0.258320 -0.837931 0.0 0.0 0.0 0.47
H 4.404397 -2.321238 -0.870921 0.0 0.0 0.0 0.61
H 2.204409 1.991424 -0.496638 0.0 0.0 0.0 1.14
H -4.696813 -1.203521 -2.978302 0.0 0.0 0.0 0.58
H -5.219298 0.993449 -4.051846 0.0 0.0 0.0 0.47
H -3.489677 2.818589 -3.901197 0.0 0.0 0.0 0.51
H -1.440605 2.387854 -2.662453 0.0 0.0 0.0 0.60
H -3.254212 -4.685112 -1.348145 0.0 0.0 0.0 0.59
H -2.377661 -6.942430 -0.766031 0.0 0.0 0.0 0.46
H -0.004871 -7.271626 -0.240765 0.0 0.0 0.0 0.46
H 1.583666 -5.355220 -0.266841 0.0 0.0 0.0 0.59
C -0.387748 2.879621 2.410622 0.1 0.0 0.1 -1.36
Si -1.382353 2.481596 0.888647 0.1 -0.1 -0.1 0.40
C -2.242431 0.819898 1.059620 0.0 -0.1 -0.1 -0.79
C -2.621993 3.769937 0.408545 -0.1 0.1 0.0 -1.17
N -0.201431 2.232666 -0.485137 -0.1 0.3 0.0 0.89
C 0.338760 3.245972 -1.166846 0.0 0.0 0.1 0.47
C 0.335097 4.609387 -0.725741 0.0 0.0 0.0 -0.93
C 0.913097 5.595914 -1.476221 0.0 0.0 -0.1 -0.96
C 1.514900 5.293185 -2.709996 0.0 0.0 0.0 -0.60
C 1.548489 3.979975 -3.191675 0.0 0.1 0.0 -0.68
C 0.982039 3.009593 -2.424544 -0.1 0.0 0.0 0.94
F 0.973299 1.729384 -2.871802 0.0 0.0 0.0 -0.27
H -0.415379 3.948981 2.630224 0.0 0.0 0.0 0.44
H 0.663629 2.600394 2.303295 0.0 0.0 0.0 0.30
H -0.798190 2.373265 3.287946 0.0 0.0 0.0 0.39
H -2.582140 0.706187 2.093717 0.0 0.0 0.0 0.55
H -1.664742 -0.091360 0.843696 0.0 0.0 0.0 -0.09
H -3.129811 0.784597 0.424781 0.0 0.0 0.0 0.32
H -3.623524 3.442605 0.695625 0.0 0.0 0.0 0.49
H -2.630980 3.945414 -0.669140 0.0 0.0 0.0 0.35
H -2.438666 4.725331 0.902304 0.0 0.0 0.0 0.42
H -0.112974 4.851094 0.228923 0.0 0.0 0.0 0.42
H 0.909290 6.616820 -1.120128 0.0 0.0 0.0 0.51
H 1.959724 6.083183 -3.300204 0.0 0.0 0.0 0.47
H 1.999851 3.729732 -4.142582 0.0 0.0 0.0 0.57
N 1.608441 -2.301896 4.438606 0.0 0.0 -0.1 -0.10
C 0.196835 -2.513411 3.947701 0.1 0.0 0.1 -1.06
C 0.132597 -2.176760 2.464159 0.0 0.0 -0.1 -0.67
N 0.607425 -0.828800 2.146182 -0.1 0.0 0.1 0.24
C 1.959048 -0.621858 2.660113 0.0 0.0 -0.1 -0.58
C 2.094957 -0.902711 4.151223 0.0 -0.1 0.1 -0.98
H 2.228780 -2.976148 3.982502 0.0 0.0 0.0 0.39
H 1.667566 -2.497122 5.440444 0.0 0.0 0.0 0.36
H -0.434583 -1.856203 4.545386 0.0 0.0 0.0 0.40
H -0.075744 -3.547445 4.150853 0.0 0.0 0.0 0.48
H -0.896717 -2.304237 2.127219 0.0 0.0 0.0 0.40
H 0.740788 -2.889843 1.898274 0.0 0.0 0.0 0.47
H -0.026695 -0.133368 2.529218 0.0 0.0 0.0 0.07
H 2.283519 0.401040 2.470934 0.0 0.0 0.0 0.35
H 2.636568 -1.277297 2.101302 0.0 0.0 0.0 0.34
H 1.472742 -0.236387 4.748558 0.0 0.0 0.0 0.38
H 3.124802 -0.830156 4.496194 0.0 0.0 0.0 0.47
```
Forces are in eV/Å.

The calculation puts the energy above the lowest of the compared OMol25 structures with the same formula, charge and spin at 0.0 kJ/mol. Its multiplicity is 5. As for the total charge: +3. As for the expectation value of S²: 6.05. The calculation puts the HOMO-LUMO gap (spin up / spin down) at 7.77 / 5.51 eV.